Record 1
The following is a DFT calculation (ωB97M-V/def2-TZVPD) of a structure of composition C9H8N2O at a distorted geometry.

Geometry as XYZ:
```
20
C9H8N2O, DFT ωB97M-V/def2-TZVPD
C -1.09090 1.66303 -0.41475
C -1.43145 0.50565 -0.19480
C -0.50560 -0.49339 0.11186
C -0.76712 -1.81869 0.49909
C 0.10211 -2.77335 0.78631
C 1.57664 -2.32705 0.73312
C 1.92624 -1.15002 0.32463
C 0.91410 -0.19953 0.01140
C 0.44629 2.12104 -0.55412
H -1.49023 3.57694 -1.16189
H -2.69087 2.83957 -0.49171
H -2.78700 0.28795 -0.31701
H -1.91022 -2.48534 0.45936
H 0.00355 -3.68601 0.88621
H 1.99631 -3.50521 1.04359
H 3.21368 -0.86414 0.56627
H 2.35740 1.19649 -0.39130
N -1.84725 2.73415 -0.86087
N 1.25817 1.11901 -0.18833
O 0.72616 3.25891 -0.84705
```

Computed properties:
Max |F| = 12.278 eV/A
Frontier orbital gap = 0.3194 Eh
Net charge = 0
ΔE to the lowest compared entry with this formula, charge and spin = 132.8 kcal/mol
Highest occupied orbital energy = -0.2891 hartree
Total energy = -532.31511 hartree

Record 2
The following is a DFT calculation (ωB97M-V/def2-TZVPD) of an isolated molecule of C9H8N2O at a distorted geometry.

Geometry as XYZ:
```
20
C9H8N2O, DFT ωB97M-V/def2-TZVPD
C -0.50327 0.78369 1.33700
C -2.74839 0.54107 2.11555
C 2.54956 0.96338 -0.18005
C 1.04878 0.86533 -0.53680
C 3.01570 -0.28414 -0.29460
C 0.91187 -0.63612 -0.80978
C -1.70047 -0.73122 -1.38832
C -1.36726 0.39878 2.31119
C -0.30704 -1.27828 -0.95941
N 0.23376 1.34726 0.58587
N -3.91131 0.66506 1.99834
O 2.11561 -1.21449 -0.66368
H 3.20718 1.79586 0.23336
H 0.88309 1.50858 -1.41951
H 4.01081 -0.61650 -0.10442
H -2.18701 -0.17156 -0.51196
H -2.50234 -1.49456 -1.75310
H -1.49667 -0.00197 -2.10378
H -1.16655 -0.13265 3.15862
H -0.08605 -2.30752 -1.01453
```

Computed properties:
Max |F| = 4.683 eV/A
Frontier orbital gap = 0.3421 Eh
Net charge = 0
ΔE to the lowest compared entry with this formula, charge and spin = 106.5 kcal/mol
SMILES = C/C=C1/OC=C[C@@H]1N=C=CC#N
Highest occupied orbital energy = -0.3236 hartree
Total energy = -532.35698 hartree

Record 3
The following is a DFT calculation (ωB97M-V/def2-TZVPD) of an isolated molecule of C9H8N2O2 at a distorted geometry.

Geometry as XYZ:
```
21
C9H8N2O2, DFT ωB97M-V/def2-TZVPD
C 3.34040 0.69613 -0.24084
C 3.28720 -0.57523 0.38588
C 2.03542 1.21210 -0.23213
C 1.95709 -0.90909 0.58920
C -3.20129 -0.91495 -0.14947
C -3.09040 -0.51419 -1.34993
C -2.07564 -1.19292 0.83515
C -1.91551 1.86464 0.16012
C -0.25178 0.21136 0.15926
N -0.90668 -0.71917 0.79337
N 1.16973 0.15249 0.19191
O -2.48242 1.57822 1.16912
O -0.82777 1.30126 -0.40237
H 4.10443 1.30235 -0.59704
H 4.15636 -1.27315 0.64978
H 1.51681 2.09788 -0.47074
H 1.39516 -1.67501 0.97934
H -4.26112 -1.02956 0.23993
H -2.46028 -0.56709 -2.10762
H -2.51197 -1.62846 1.63549
H -2.35609 2.75683 -0.52296
```

Computed properties:
Max |F| = 4.803 eV/A
Frontier orbital gap (alpha / beta) = 0.2826 / 0.2517 Eh
Net charge = 0
ΔE to the lowest compared entry with this formula, charge and spin = 173.3 kcal/mol
Highest occupied orbital energy (alpha / beta) = -0.3149 / -0.2604 hartree
Total energy = -607.51366 hartree

Record 4
The following is a DFT calculation (ωB97M-V/def2-TZVPD) of an isolated molecule of C9H8N2O3S at a distorted geometry.

Geometry as XYZ:
```
23
C9H8N2O3S, DFT ωB97M-V/def2-TZVPD
C 3.12545 -0.94444 -0.36300
C 2.52775 -1.24026 0.90802
C 2.38870 -0.22356 -1.32535
C 1.30245 -0.70544 1.17012
C 1.20992 0.38031 -0.96086
C 0.71745 0.30381 0.32456
C -3.20061 0.54055 0.03692
C -2.23975 -0.45172 -0.58793
C -0.47390 0.93328 0.73580
N -2.60247 1.72007 0.29493
N -1.24951 1.87032 -0.02542
O -4.37151 0.45054 0.29734
O -1.82922 -0.30623 -1.73418
O -0.50963 -2.40283 0.09975
S -1.66398 -1.66797 0.62990
H 4.11635 -1.46876 -0.72595
H 3.08783 -1.88623 1.68415
H 2.84114 -0.02657 -2.29748
H 0.74635 -1.09066 2.08806
H 0.87440 1.08249 -1.74737
H -0.70999 0.81980 1.70989
H -3.07517 2.48189 0.75001
H -1.01205 1.83164 -0.96190
```

Computed properties:
Max |F| = 4.933 eV/A
Frontier orbital gap (alpha / beta) = 0.2436 / 0.2278 Eh
Net charge = 0
ΔE to the lowest compared entry with this formula, charge and spin = 72.1 kcal/mol
Highest occupied orbital energy (alpha / beta) = -0.2992 / -0.2879 hartree
Total energy = -1081.03992 hartree

Record 5
The following is a DFT calculation (ωB97M-V/def2-TZVPD) of a cluster of 2 separate species, C9H8N4 in total at a distorted geometry.

Geometry as XYZ:
```
21
C9H8N4, DFT ωB97M-V/def2-TZVPD
C 0.22055 -3.12616 -1.43688
C 0.97501 -3.60401 -0.42115
C -0.14872 -1.77851 -1.40549
C -1.53454 3.87114 0.48367
C -1.68837 2.96298 1.51134
C 0.29093 2.62324 -0.22890
C 1.44391 -2.78251 0.58016
C 0.28372 -0.97772 -0.39109
C 0.04854 1.74558 0.79917
N -0.56406 3.62863 -0.39555
N -0.86676 1.95779 1.65060
N 1.46489 -0.64952 1.49414
N 1.01876 -1.46811 0.67363
H -0.24373 -3.83935 -2.30260
H 1.59033 -4.42251 -0.65238
H -0.60574 -1.23084 -2.25400
H -2.25572 4.72375 0.21805
H -2.51041 2.98212 2.10545
H 0.97514 2.42418 -1.13413
H 2.13811 -3.06557 1.39088
H -0.03184 0.02542 -0.28493
```

Computed properties:
Max |F| = 4.763 eV/A
Frontier orbital gap (alpha / beta) = 0.2079 / 0.1983 Eh
Net charge = 0
ΔE to the lowest compared entry with this formula, charge and spin = 217.4 kcal/mol
Highest occupied orbital energy (alpha / beta) = -0.2637 / -0.2591 hartree
Total energy = -566.46536 hartree

Record 6
The following is a DFT calculation (ωB97M-V/def2-TZVPD) of an isolated molecule of C9H8N6O at a distorted geometry.

Geometry as XYZ:
```
24
C9H8N6O, DFT ωB97M-V/def2-TZVPD
O 0.08239 -4.38099 1.00902
N -1.44178 -1.79531 1.67754
N -1.62420 -0.44002 1.65534
N -1.47244 3.74631 1.25034
N 0.04238 2.05691 -0.42776
C 0.19684 -3.34187 0.42545
C -0.50751 -2.06624 0.79182
C -0.87841 0.11850 0.72070
C -0.68865 4.25859 0.31617
C 0.10940 3.42010 -0.50486
C -1.52887 2.42205 1.33223
C -0.78893 1.55218 0.51801
N 1.18798 -3.36129 -0.56039
N -0.14416 -0.92025 0.11685
C 1.35139 -2.21378 -1.47527
C 1.00151 -0.82722 -0.79727
H -0.59799 5.34001 0.14534
H 0.74068 3.82187 -1.25915
H -2.23759 1.96274 1.99835
H 1.41421 -4.31902 -0.88301
H 0.74404 -2.34118 -2.38763
H 2.39384 -2.17200 -1.81093
H 0.77669 -0.10499 -1.60682
H 1.86915 -0.41512 -0.24404
```

Computed properties:
Max |F| = 2.978 eV/A
Frontier orbital gap = 0.3310 Eh
Net charge = 0
SMILES = O=C1NCCn2c1nnc2-c1cnccn1
Highest occupied orbital energy = -0.3467 hartree
Total energy = -751.52611 hartree

Record 7
The following is a DFT calculation (ωB97M-V/def2-TZVPD) of the ion C9H8NO2S with charge -1 at a distorted geometry.

Geometry as XYZ:
```
21
C9H8NO2S, DFT ωB97M-V/def2-TZVPD
C 0.35375 0.07937 2.89902
C -0.93222 0.46826 2.67153
C 1.34964 0.08725 1.88421
C -1.34972 0.99339 1.44312
C 0.90380 0.37332 0.57013
C -0.42096 0.91920 0.38112
C 1.67140 0.20913 -0.56123
C 1.19319 -0.34610 -1.71157
C -0.08040 -0.97936 -1.95205
N -1.42191 -0.10866 -1.62836
O -2.20498 -0.32701 -2.64694
O -0.18847 -1.42907 -3.18475
S -0.82928 1.61216 -1.19795
H 0.72283 -0.15253 3.82915
H -1.62407 0.29552 3.50247
H 2.31413 -0.18597 2.20863
H -2.35579 1.00913 1.09579
H 2.63531 0.66052 -0.61571
H 1.77416 -0.41230 -2.59938
H -0.25033 -1.78869 -1.07185
H -1.26007 -0.97755 -3.31538
```

Computed properties:
Max |F| = 4.548 eV/A
Frontier orbital gap (alpha / beta) = 0.2340 / 0.2340 Eh
Net charge = -1
ΔE to the lowest compared entry with this formula, charge and spin = 104.8 kcal/mol
SMILES = [O-]N1Sc2ccccc2C=C[C@@H]1O
Highest occupied orbital energy (alpha / beta) = -0.1089 / -0.1088 hartree
Total energy = -951.06489 hartree

Record 8
The following is a DFT calculation (ωB97M-V/def2-TZVPD) of an isolated molecule of C9H8O3 at a distorted geometry.

Geometry as XYZ:
```
20
C9H8O3, DFT ωB97M-V/def2-TZVPD
C 2.55104 -0.54569 -0.63140
C 1.78819 -1.66642 -0.18914
C 1.92930 0.64922 -0.70216
C 0.50203 -1.49995 0.28345
C 0.59216 0.82838 -0.16776
C -0.15582 -0.21223 0.27635
C -2.45180 -1.09730 0.15154
C -3.03847 0.94269 -0.48760
C -1.57895 -0.04175 0.87556
O -2.51858 -2.27298 0.26365
O -2.04802 1.20651 0.52871
O -3.13098 -0.42965 -0.70863
H 3.57538 -0.62166 -1.06152
H 2.20252 -2.68206 -0.03997
H 2.30646 1.57491 -1.18116
H -0.10940 -2.21477 0.57738
H 0.24675 1.85166 -0.16348
H -1.68108 -0.00247 1.99281
H -4.08090 1.25750 -0.19074
H -2.81655 1.50966 -1.42658
```

Computed properties:
Max |F| = 5.110 eV/A
Frontier orbital gap = 0.3740 Eh
Net charge = 0
ΔE to the lowest compared entry with this formula, charge and spin = 22.9 kcal/mol
SMILES = O=C1OCO[C@@H]1c1ccccc1
Highest occupied orbital energy = -0.3459 hartree
Total energy = -573.42989 hartree

Q: Among the records above, which one has the highest max |F|?
A: number 1